Entry 1:
A molecular structure, C16H32F12N2NiO20S8. Source: the Open Molecules 2025 dataset; level of theory: wB97M-V/def2-TZVPD.

Last column: Mulliken spin population.
CARTESIAN COORDINATES (ANGSTROEM)
Ni 8.134 24.498 -13.667  0.9997
C 10.608 24.312 -7.657  0.0564
F 11.199 25.492 -7.744  0.0134
F 10.840 23.680 -6.469  0.0145
F 9.319 24.389 -7.791  0.0043
S 11.394 23.205 -9.086  -0.0298
O 12.136 24.170 -9.943  0.0100
O 12.333 22.336 -8.348  0.0465
N 9.983 22.555 -9.957  0.5622
S 9.668 21.270 -9.073  -0.0568
O 9.882 21.400 -7.603  0.2421
O 8.366 20.771 -9.389  0.0878
C 10.937 19.933 -9.781  0.0268
F 12.136 20.539 -9.988  0.0041
F 11.112 18.960 -8.832  0.0123
F 10.416 19.354 -10.879  0.0065
C 3.314 27.777 -17.271  0.0000
F 4.247 28.532 -16.781  0.0000
F 2.523 27.493 -16.314  0.0000
F 2.662 28.303 -18.278  0.0000
S 4.275 26.163 -17.926  0.0001
O 3.743 24.985 -17.272  -0.0001
O 4.148 26.143 -19.432  0.0000
N 5.921 26.434 -17.373  0.0001
S 6.481 27.383 -18.534  -0.0002
O 5.586 28.524 -19.053  0.0000
O 7.811 27.787 -18.162  0.0001
C 6.803 26.215 -20.106  0.0000
F 8.019 26.467 -20.702  0.0000
F 6.888 24.901 -19.639  0.0000
F 5.885 26.369 -21.022  0.0000
O 15.450 23.451 -15.548  0.0000
S 14.538 24.264 -16.314  0.0000
O 13.187 24.543 -15.832  0.0000
O 15.245 25.612 -16.855  0.0000
C 16.027 26.212 -15.867  0.0000
C 15.497 27.546 -15.437  0.0000
C 14.286 23.390 -17.928  0.0000
H 17.066 26.088 -16.173  0.0000
H 16.012 25.657 -14.929  0.0000
H 14.530 27.292 -15.002  0.0000
H 15.351 28.187 -16.306  0.0000
H 16.163 27.974 -14.687  0.0000
H 13.543 22.605 -17.788  0.0000
H 15.215 22.918 -18.251  0.0000
H 14.087 24.085 -18.744  0.0000
O 7.658 19.253 -16.556  0.0000
S 7.201 18.046 -17.316  0.0000
O 6.369 18.267 -18.533  0.0000
O 8.494 16.975 -17.641  0.0000
C 8.276 15.797 -18.326  0.0000
C 9.564 15.423 -19.022  0.0000
C 6.273 16.959 -16.207  0.0000
H 7.420 15.938 -18.986  0.0000
H 8.053 15.001 -17.616  0.0000
H 10.307 14.990 -18.353  0.0000
H 10.026 16.313 -19.449  0.0000
H 9.422 14.722 -19.845  0.0000
H 6.778 16.771 -15.260  0.0000
H 5.913 16.006 -16.596  0.0000
H 5.361 17.495 -15.943  0.0000
O 7.743 30.461 -12.577  0.0000
S 7.874 31.893 -12.362  0.0000
O 9.100 32.455 -11.847  0.0000
O 7.376 32.676 -13.764  0.0000
C 7.644 34.031 -13.837  0.0000
C 6.816 34.508 -15.016  0.0000
C 6.366 32.361 -11.332  0.0000
H 8.689 34.250 -14.058  0.0000
H 7.425 34.481 -12.869  0.0000
H 5.775 34.187 -14.975  0.0000
H 7.160 33.991 -15.911  0.0000
H 6.881 35.595 -15.059  0.0000
H 6.362 33.451 -11.329  0.0000
H 6.509 31.946 -10.334  0.0000
H 5.476 31.926 -11.787  0.0000
O 2.844 25.159 -10.922  0.0000
S 1.856 25.106 -9.880  0.0000
O 2.335 24.809 -8.539  0.0000
O 1.054 26.631 -9.933  0.0000
C 0.266 26.915 -8.839  0.0000
C -0.940 27.655 -9.492  0.0000
C 0.519 24.031 -10.328  0.0000
H 0.825 27.553 -8.155  0.0000
H -0.097 26.069 -8.255  0.0000
H -0.603 28.590 -9.937  0.0000
H -1.533 28.093 -8.689  0.0000
H -1.604 27.162 -10.203  0.0000
H 0.058 24.456 -11.219  0.0000
H -0.079 23.912 -9.424  0.0000
H 0.964 23.092 -10.656  0.0000

Summary:
- lowest unoccupied orbital energy (spin up / spin down) (eV) = -4.6 / -6.9
- total charge = 0
- energy above the lowest of the compared OMol25 structures with the same formula, charge and spin (eV) = 11.0874
- orbital gap (spin up / spin down) (Eh) = 0.149 / 0.064
- spin multiplicity = 3
- highest occupied orbital energy (spin up / spin down) (eV) = -8.649 / -8.649

Entry 2:
A molecular structure, C31H33AsIN2O8S2W. Source: the Open Molecules 2025 dataset; level of theory: wB97M-V/def2-TZVPD.

Last column: Löwdin charge in e.
CARTESIAN COORDINATES (ANGSTROEM)
W 0.944 -0.154 -0.382  1.5557
O 5.733 2.349 2.972  0.0712
C 4.843 1.715 2.160  -0.2700
C 4.695 2.037 0.823  0.0734
C 3.772 1.335 0.050  -0.1339
N 3.009 0.331 0.575  0.0281
C 3.124 0.077 1.891  -0.1358
C 4.024 0.708 2.715  0.0962
C 2.083 -0.947 2.297  -0.5419
O 2.124 -1.567 3.339  0.0947
O 1.202 -1.043 1.349  -0.3686
C 3.442 1.605 -1.367  -0.5429
O 4.074 2.369 -2.081  0.0752
O 2.402 0.902 -1.758  -0.3016
H 6.208 3.013 2.459  0.1084
H 5.264 2.831 0.360  0.1282
H 4.085 0.456 3.757  0.1306
C -0.003 -3.945 1.646  -0.0384
C -1.026 -3.133 2.376  -0.3152
C -1.890 -3.739 3.317  -0.0200
C -2.754 -2.958 4.034  -0.0224
C -2.740 -1.558 3.854  -0.1668
C -3.510 -0.664 4.619  -0.0659
C -3.394 0.690 4.415  -0.1068
C -2.556 1.197 3.425  -0.1276
C -1.805 0.353 2.626  -0.5299
S -0.762 1.023 1.404  0.8754
C -1.865 -1.051 2.853  -0.2443
N -1.066 -1.850 2.128  0.1397
H -0.438 -4.840 1.203  0.0747
H 0.767 -4.252 2.352  0.0858
H 0.469 -3.330 0.879  0.0113
H -1.860 -4.811 3.458  0.1044
H -3.434 -3.396 4.755  0.1062
H -4.176 -1.055 5.377  0.0977
H -3.940 1.380 5.043  0.0934
H -2.472 2.262 3.267  0.0912
C 3.114 -1.083 -3.752  -0.2923
As 1.306 -1.035 -2.848  0.8798
C 0.665 0.348 -4.346  -0.2248
C 0.841 -2.726 -3.978  -0.2541
S 2.237 -2.249 -0.948  0.1838
H 3.001 -1.034 -4.842  0.0217
H 3.627 -2.004 -3.462  0.0034
H 3.701 -0.229 -3.420  0.0111
H 0.638 -0.127 -5.327  0.0064
H 1.415 1.134 -4.307  0.0077
H -0.301 0.763 -4.082  -0.0164
H -0.206 -3.012 -3.950  -0.0077
H 1.148 -2.566 -5.016  0.0158
H 1.441 -3.525 -3.539  0.0030
C -1.852 -3.119 -1.389  -0.0092
C -1.833 -1.594 -1.183  -0.6185
C -2.082 -0.887 -2.533  -0.0436
C -2.962 -1.161 -0.230  -0.0231
O -0.572 -1.205 -0.683  -0.4550
H -2.677 -3.403 -2.038  0.0850
H -1.959 -3.625 -0.436  0.0678
H -0.910 -3.433 -1.838  0.0680
H -3.116 -1.013 -2.847  0.0841
H -1.422 -1.278 -3.308  0.0439
H -1.887 0.176 -2.397  0.0590
H -2.977 -1.777 0.663  0.0680
H -3.929 -1.242 -0.725  0.0838
H -2.792 -0.127 0.072  0.0575
I -3.106 7.540 -0.653  0.8036
C -1.971 5.749 -0.672  -0.6943
C -0.656 5.770 -0.220  -0.1462
C 0.074 4.605 -0.220  0.0121
C -0.491 3.415 -0.712  -0.1382
C -1.821 3.427 -1.167  0.0046
C -2.565 4.579 -1.129  -0.1411
C 0.218 2.167 -0.694  -0.6363
O 1.207 1.927 0.087  -0.1978
O -0.145 1.173 -1.454  -0.2130
H -0.213 6.692 0.128  0.0921
H 1.091 4.583 0.139  0.1258
H -2.254 2.493 -1.489  0.1199
H -3.599 4.569 -1.440  0.0944

Summary:
- lowest unoccupied orbital energy (eV) = 1.8
- total charge = -1
- energy above the lowest of the compared OMol25 structures with the same formula, charge and spin (eV) = 3.7004
- orbital gap (Eh) = 0.214
- highest occupied orbital energy (eV) = -4.012

Entry 3:
A single C15H19NO4S molecule. Source: the Open Molecules 2025 dataset; level of theory: wB97M-V/def2-TZVPD.

Last column: natural (NBO) charge in e.
CARTESIAN COORDINATES (ANGSTROEM)
O -1.683 -1.533 -2.158  -0.6118
C -1.394 -0.596 -1.509  0.6337
C -1.097 0.794 -1.960  -0.6601
S -0.485 2.092 -0.824  0.2660
C 1.030 1.395 -0.186  -0.1535
C 1.828 2.182 0.468  -0.3176
C 3.167 1.953 0.793  -0.1119
C 3.578 0.310 0.574  0.2110
C 2.847 -0.343 -0.186  0.2312
C 1.517 0.228 -0.871  -0.2520
O 3.198 -1.437 -0.455  -0.4763
C 4.510 -1.995 -0.303  -0.0704
C 4.991 -1.257 1.091  -0.1056
O 4.747 0.076 0.960  -0.4755
N -1.580 -0.518 -0.206  -0.6024
C -2.293 -1.903 0.366  -0.1568
C -3.720 -1.329 0.957  0.0935
C -4.730 -0.846 -0.106  -0.4217
C -4.808 0.840 0.232  -0.3851
C -4.454 0.554 1.600  -0.0627
O -3.536 -0.287 1.864  -0.5116
H -0.341 0.566 -2.916  0.2523
H -2.033 1.319 -2.421  0.2681
H 1.602 3.185 0.618  0.2130
H 3.781 2.558 1.343  0.2007
H 0.814 -0.524 -1.089  0.2050
H 4.643 -3.015 -0.316  0.2052
H 5.145 -1.381 -1.249  0.1736
H 6.018 -1.455 1.526  0.2084
H 4.341 -1.718 1.881  0.1692
H -1.562 0.207 0.331  0.3957
H -1.720 -2.101 1.399  0.1923
H -2.496 -2.681 -0.021  0.1633
H -3.996 -2.112 1.556  0.1663
H -5.618 -1.370 0.129  0.2046
H -4.359 -1.186 -0.924  0.2033
H -4.069 1.250 -0.447  0.2047
H -5.676 0.902 -0.008  0.1975
H -5.377 0.639 2.321  0.1658
H -4.121 1.659 2.150  0.1508

Summary:
- lowest unoccupied orbital energy (eV) = 0.2
- total charge = 0
- energy above the lowest of the compared OMol25 structures with the same formula, charge and spin (eV) = 14.3882
- orbital gap (Eh) = 0.289
- highest occupied orbital energy (eV) = -7.687

Entry 4:
A single C9H9OP molecule. Source: the Open Molecules 2025 dataset; level of theory: wB97M-V/def2-TZVPD.

Last column: natural (NBO) charge in e.
CARTESIAN COORDINATES (ANGSTROEM)
O 3.090 -1.516 -0.515  -0.4853
C 1.894 -1.316 -0.633  0.3887
C 0.799 -1.675 0.269  -0.5540
C -0.029 -0.446 0.652  -0.0592
C -0.298 -0.029 1.946  -0.1732
C -1.016 1.144 2.225  -0.2607
C -1.594 1.868 1.224  -0.1873
C -1.380 1.508 -0.096  -0.2470
C -0.617 0.370 -0.412  -0.0389
C -0.624 -0.246 -1.773  -0.8563
P 1.073 -0.497 -2.124  0.8608
H 1.179 -2.100 1.267  0.2480
H 0.319 -2.462 -0.397  0.2639
H 0.150 -0.698 2.738  0.2081
H -1.261 1.379 3.260  0.2160
H -2.072 2.866 1.529  0.2192
H -1.983 2.122 -0.902  0.2166
H -1.203 0.405 -2.555  0.2477
H 2.020 0.562 -2.376  -0.0404
H 1.555 -1.242 -3.326  0.0334

Summary:
- lowest unoccupied orbital energy (eV) = 0.0
- total charge = 0
- energy above the lowest of the compared OMol25 structures with the same formula, charge and spin (eV) = 1.7811
- orbital gap (Eh) = 0.275
- highest occupied orbital energy (eV) = -7.478

Entry 5:
A molecular structure, C10H22NO8S2. Source: the Open Molecules 2025 dataset; level of theory: wB97M-V/def2-TZVPD.

Last column: natural (NBO) charge in e.
CARTESIAN COORDINATES (ANGSTROEM)
C -3.841 1.353 -0.719  -0.6069
C -2.813 2.297 -1.347  -0.1974
C -2.253 3.228 -0.263  -0.6197
C -1.690 1.481 -2.018  -0.2733
C -2.215 0.577 -3.154  -0.6043
C -0.539 2.377 -2.499  -0.0544
O 0.587 2.391 -1.600  -0.7339
S 1.716 1.255 -1.822  2.5106
O 1.024 0.094 -2.332  -0.9846
O 2.722 1.828 -2.674  -0.9641
N 2.322 1.055 -0.375  -1.2576
S 1.438 1.024 0.934  2.2782
O 0.281 0.141 0.858  -1.0023
O 1.195 2.328 1.524  -0.9799
C 2.605 0.220 2.058  -0.3162
O 2.643 -1.167 1.910  -0.5172
C 1.561 -1.866 2.445  0.2404
O 2.049 -2.892 3.282  -0.5405
C 1.551 -4.177 3.002  -0.0883
C 2.475 -4.998 2.094  -0.0825
O 3.073 -4.266 1.047  -0.7049
H -4.552 1.904 -0.099  0.1963
H -4.397 0.782 -1.466  0.1986
H -3.322 0.637 -0.072  0.2128
H -3.311 2.901 -2.122  0.1762
H -1.528 2.696 0.356  0.2405
H -1.750 4.103 -0.678  0.2050
H -3.054 3.580 0.396  0.1924
H -1.270 0.844 -1.239  0.2508
H -3.289 0.708 -3.319  0.1877
H -1.704 0.780 -4.097  0.2042
H -2.037 -0.475 -2.926  0.2218
H -0.849 3.425 -2.537  0.1800
H -0.192 2.099 -3.496  0.1902
H 3.596 0.619 1.852  0.2226
H 2.271 0.541 3.055  0.1840
H 0.966 -2.291 1.629  0.1505
H 0.923 -1.187 3.024  0.1555
H 1.457 -4.702 3.959  0.1800
H 0.543 -4.113 2.570  0.1603
H 1.900 -5.851 1.706  0.1479
H 3.306 -5.396 2.680  0.1713
H 2.400 -3.883 0.473  0.4704

Summary:
- lowest unoccupied orbital energy (eV) = 2.9
- total charge = -1
- energy above the lowest of the compared OMol25 structures with the same formula, charge and spin (eV) = 0.1573
- orbital gap (Eh) = 0.318
- highest occupied orbital energy (eV) = -5.726

In a.u., the DFT total energy values for the records above are, in order, -8134.72261; -5309.61077; -1336.37595; -764.81958; -1847.30072.